Record 1
150
Properties=species:S:1:pos:R:3 method="wB97M-V/def2-TZVPD" s2=0.75 multiplicity=2 charge=-1 orbital_gap_ev="1.5 / 10.1" homo_energy_ev="0.32 / -8.38"
C 1.05754 1.53766 0.23259
O 0.42583 0.25780 0.51128
P -0.79663 -0.35583 -0.32096
O -1.53656 0.74131 -1.05763
O -0.14663 -1.50587 -1.29099
C -0.94470 -2.15872 -2.27439
O -1.66497 -1.33251 0.71216
C -3.01017 -0.86637 0.99415
H 0.81418 2.29976 0.97292
H 0.82683 1.93214 -0.75699
H 2.11120 1.26172 0.27443
H -0.45811 -1.96290 -3.22988
H -1.94188 -1.74173 -2.41531
H -1.05750 -3.23108 -2.11492
H -3.28870 0.07201 0.51461
H -3.02178 -0.62513 2.05706
H -3.76868 -1.61753 0.77389
C -1.75963 2.95095 -3.60662
O -3.13440 3.17692 -3.86847
P -4.10680 2.14875 -4.55716
O -3.50329 1.18359 -5.54620
O -5.01583 1.50547 -3.34172
C -4.50238 0.58613 -2.37471
O -5.24538 3.13390 -5.16071
C -5.76797 4.23845 -4.54422
H -1.51555 1.88880 -3.58719
H -1.52521 3.29103 -2.59791
H -1.09908 3.46889 -4.30196
H -3.83047 -0.11169 -2.87439
H -5.21707 0.03204 -1.76619
H -3.89886 1.16054 -1.67191
H -5.51375 5.12633 -5.12313
H -5.37156 4.32838 -3.53285
H -6.85245 4.20119 -4.44119
C 7.19682 1.19929 1.45460
O 6.14526 0.86207 0.48617
P 5.55189 -0.67443 0.47471
O 5.01402 -1.11299 1.79829
O 6.56375 -1.67183 -0.29742
C 7.89139 -1.84159 0.11949
O 4.36620 -0.64385 -0.61040
C 3.57314 -1.75629 -0.85748
H 6.93103 1.94302 2.20581
H 7.92987 1.64055 0.77930
H 7.53917 0.32759 2.01230
H 8.45373 -0.99227 0.50746
H 8.46134 -2.03713 -0.78882
H 7.97042 -2.60800 0.89051
H 3.80508 -2.10447 -1.86399
H 2.51007 -1.54708 -0.73820
H 3.87233 -2.55559 -0.17946
C 2.81160 1.19677 -3.28453
O 2.74957 2.48313 -3.93755
P 2.42019 3.86294 -3.14098
O 1.12123 3.84792 -2.39495
O 2.45880 5.03033 -4.30119
C 3.53901 5.15118 -5.20088
O 3.79642 4.02088 -2.29690
C 3.80429 5.03085 -1.29304
H 3.65780 1.16016 -2.59845
H 2.84676 0.45468 -4.08213
H 1.88727 0.90650 -2.78507
H 3.21636 4.80233 -6.18185
H 4.29019 4.50205 -4.75093
H 4.03298 6.11745 -5.30292
H 4.44134 5.83961 -1.65106
H 4.23981 4.81780 -0.31681
H 2.79914 5.36962 -1.04206
C -1.03705 1.29040 4.23539
O -0.82294 0.19864 5.07340
P -0.64744 -1.36124 4.55629
O -1.81690 -2.03619 3.96591
O 0.53664 -1.16536 3.48610
C 1.42108 -2.21342 3.09433
O 0.02393 -2.10620 5.85507
C 1.18281 -1.57933 6.49026
H -1.90761 1.90395 4.46727
H -1.00279 0.90226 3.21741
H -0.12804 1.85702 4.43726
H 1.46691 -2.41057 2.02329
H 1.20074 -3.13635 3.63076
H 2.43768 -1.87749 3.29875
H 1.71293 -0.75805 6.00800
H 1.93845 -2.36244 6.55235
H 0.88264 -1.46571 7.53194
C -1.55747 -4.70114 1.47660
O -2.82491 -5.08439 0.93914
P -3.36051 -6.64258 0.88861
O -2.30591 -7.55769 0.42179
O -3.94813 -6.81729 2.42231
C -3.14778 -7.11657 3.59081
O -4.69760 -6.49935 -0.04430
C -5.56218 -5.36700 0.06775
H -1.29614 -3.76954 0.97468
H -0.79126 -5.38337 1.10839
H -1.59573 -4.68954 2.56587
H -2.67444 -8.09016 3.46357
H -3.79731 -7.17302 4.46431
H -2.44410 -6.33734 3.88362
H -6.62260 -5.61825 0.08952
H -5.31910 -4.59749 -0.66498
H -5.40204 -4.87253 1.02585
C 2.88673 1.38527 3.81036
O 2.76337 2.41602 4.76321
P 2.59873 3.94490 4.17987
O 1.32302 4.19307 3.40584
O 2.70743 4.88016 5.46156
C 1.53174 5.42495 6.06513
O 4.00671 4.19899 3.34191
C 5.17529 4.48984 3.98906
H 3.89977 1.01258 3.96184
H 2.87656 1.69239 2.76457
H 2.20962 0.56783 4.05817
H 1.47904 6.50978 5.97322
H 1.61860 5.25098 7.13765
H 0.57561 4.97617 5.79586
H 5.84158 3.65699 3.76429
H 5.17251 4.73840 5.05034
H 5.52448 5.39752 3.49682
C -2.60016 -5.97902 -2.80396
O -1.29273 -5.53885 -2.75929
P -0.31901 -5.52600 -4.06367
O 0.23903 -6.85945 -4.35841
O -1.21543 -4.99382 -5.28226
C -1.90337 -3.83008 -5.25739
O 0.61597 -4.26787 -3.81844
C 1.94219 -4.15102 -4.35105
H -2.68806 -6.95914 -2.33519
H -3.11043 -5.96357 -3.76702
H -3.00603 -5.19647 -2.16288
H -1.23869 -3.09937 -5.71822
H -2.34060 -3.53293 -4.30417
H -2.70819 -3.98529 -5.97591
H 2.69670 -4.16642 -3.56455
H 2.09119 -3.23494 -4.92262
H 2.22030 -4.99022 -4.98862
O -5.63440 4.79157 -0.64418
C -5.56537 3.70575 -0.04098
O -4.51649 3.22397 0.46077
C -3.26268 3.87870 0.30975
C -2.17601 3.33058 1.29180
C -6.80073 2.89715 0.36732
H -3.39128 4.95449 0.42908
H -2.92570 3.69400 -0.71026
H -1.26861 3.93360 1.25888
H -1.90449 2.32729 0.96349
H -2.51574 3.33924 2.32747
H -6.66785 1.83641 0.15455
H -7.65686 3.09331 -0.27817
H -7.00908 3.13411 1.41066

***

Record 2
96
Properties=species:S:1:pos:R:3 method="wB97M-V/def2-TZVPD" s2=2.06 multiplicity=3 charge=+2 orbital_gap_ev="6.7 / 4.9" homo_energy_ev="-12.32 / -12.31"
Ni 1.17670 1.89949 -1.77783
C -1.31071 2.63352 -4.48067
N -0.97488 1.22034 -4.69783
C -1.43485 0.71258 -6.00569
C -0.17967 0.60900 -3.82679
N -0.25201 0.91528 -2.45037
C -1.43749 0.67074 -1.78269
C -2.29819 -0.36220 -2.29453
C -3.43922 -0.69317 -1.59391
C -3.80431 -0.01362 -0.43788
C -2.91661 0.94208 0.13285
C -3.16184 1.32467 1.50656
C -2.22788 2.06476 2.20066
C -1.26820 2.73162 1.43092
C -0.95899 2.35695 0.10896
N 0.19549 2.84836 -0.50176
C 0.82514 3.93111 0.09834
N 0.46902 5.17575 -0.15060
C 0.81819 6.33481 0.67950
C -0.51487 5.51527 -1.18212
N 1.93620 3.78166 0.85450
C 2.16831 2.59063 1.61860
C 3.14784 4.56623 0.77810
C -1.76511 1.35400 -0.59134
N 0.65012 -0.34086 -4.26293
C 1.21314 -1.26017 -3.28502
C 1.41773 -0.29706 -5.49704
H -1.09629 3.21692 -5.40647
H -0.71702 2.96177 -3.58882
H -2.31798 2.76092 -4.17877
H -2.04940 1.48481 -6.45727
H -2.05793 -0.20252 -5.87219
H -0.60248 0.46486 -6.68593
H -2.06244 -0.77954 -3.22733
H -4.03270 -1.54782 -1.92519
H -4.73651 -0.23618 0.00923
H -4.09078 0.96989 1.89586
H -2.22252 2.25091 3.33157
H -0.79971 3.61428 1.81949
H 1.28834 6.03568 1.66368
H -0.08832 6.96398 0.88217
H 1.46690 6.96938 0.05135
H -0.60091 4.65774 -1.86461
H -0.26279 6.36062 -1.89261
H -1.48192 5.70370 -0.68438
H 1.22950 2.00736 1.82017
H 2.59459 2.77425 2.60012
H 2.80674 1.89334 1.01002
H 3.23075 5.12376 -0.16412
H 4.00396 3.83865 0.77051
H 3.24970 5.24733 1.63109
H 1.37483 -2.22949 -3.82973
H 0.47186 -1.41056 -2.46118
H 2.17107 -0.93376 -2.83672
H 1.16537 0.57187 -6.11516
H 1.11535 -1.15648 -6.10679
H 2.54842 -0.25707 -5.33858
C -4.57352 -3.56878 4.07404
C -3.56371 -2.98284 4.81650
C -2.44280 -2.43108 4.18925
C -2.19639 -2.57673 2.81661
C -3.26353 -3.10837 2.08903
C -4.42203 -3.62862 2.70370
Sb -0.32622 -1.76933 1.89325
C 0.27194 -3.56316 0.78190
C 1.62738 -3.59264 0.44218
C 2.18382 -4.59934 -0.26101
C 1.35090 -5.67500 -0.58266
C -0.01776 -5.62220 -0.35823
C -0.58167 -4.58447 0.41038
C 1.03826 -2.51782 3.46596
C 1.03826 -3.79059 3.98594
C 1.86356 -4.17680 5.05074
C 2.81018 -3.30284 5.58977
C 2.80703 -1.99127 5.11673
C 1.88028 -1.61914 4.12757
H -5.50642 -3.91596 4.54825
H -3.67681 -2.93741 5.90534
H -1.57431 -1.99382 4.71830
H -3.15300 -3.06259 0.98749
H -5.17552 -4.03197 2.05319
H 2.23661 -2.76766 0.78770
H 3.20582 -4.69182 -0.58204
H 1.81707 -6.50893 -1.06094
H -0.57668 -6.48372 -0.74091
H -1.62166 -4.68937 0.78978
H 0.40621 -4.58825 3.58412
H 1.66849 -5.11801 5.53499
H 3.54663 -3.62026 6.30829
H 3.61693 -1.24615 5.35931
H 1.74839 -0.61411 3.75765
Cl 5.36442 1.38495 -0.03707
C 4.50949 0.40409 -1.12247
Cl 3.26645 1.56944 -2.22834
H 3.75213 -0.16125 -0.52828
H 5.09100 -0.15658 -1.82541

***

Record 3
62
Properties=species:S:1:pos:R:3 method="wB97M-V/def2-TZVPD" smiles=c1ccccc1.c1ccccc1.c1ccccc1.c1ccccc1.FBCCCS orbital_gap_ev=9.7 homo_energy_ev=-9.08
C 0.53203 -1.34598 -0.44315
C 0.82768 -0.29285 -1.29766
C 2.14163 0.12623 -1.45401
C 3.15935 -0.50872 -0.75540
C 2.86370 -1.56169 0.09971
C 1.54973 -1.98062 0.25525
H -0.49321 -1.67541 -0.32113
H 0.03409 0.20332 -1.84174
H 2.37064 0.94828 -2.11963
H 4.18512 -0.18394 -0.87707
H 3.65839 -2.05478 0.64490
H 1.31801 -2.79774 0.92676
C -1.86211 5.51467 -5.15605
C -1.70228 6.86264 -4.86614
C -2.55721 7.48604 -3.96785
C -3.57389 6.76195 -3.36062
C -3.73410 5.41431 -3.65117
C -2.87640 4.78989 -4.54663
H -1.19399 5.02778 -5.85462
H -0.91042 7.42788 -5.34060
H -2.43198 8.53717 -3.74185
H -4.24253 7.24753 -2.66154
H -4.53319 4.85391 -3.18093
H -3.00067 3.73808 -4.77189
C 4.99709 -1.55709 3.41906
C 5.29795 -0.49495 2.57741
C 6.61354 -0.07818 2.42868
C 7.62835 -0.72389 3.12161
C 7.32737 -1.78577 3.96321
C 6.01173 -2.20264 4.11208
H 3.97006 -1.88070 3.53437
H 4.50510 0.00750 2.03810
H 6.84802 0.75001 1.77223
H 8.65448 -0.39971 3.00547
H 8.11867 -2.28863 4.50399
H 5.77717 -3.02999 4.76942
C -2.03143 -6.66481 1.77885
C -1.73667 -5.61648 0.91840
C -0.42203 -5.20155 0.75631
C 0.59779 -5.83498 1.45260
C 0.30280 -6.88306 2.31346
C -1.01169 -7.29773 2.47626
H -3.05605 -6.98989 1.90515
H -2.53141 -5.12275 0.37400
H -0.19116 -4.38863 0.07961
H 1.62381 -5.51448 1.32072
H 1.09776 -7.37824 2.85593
H -1.24167 -8.11576 3.14661
F -5.92426 3.45981 -0.81053
B -5.90998 2.46033 0.08736
C -4.61693 2.20294 0.91793
C -3.85409 1.01610 0.26278
C -2.51385 1.42843 -0.34306
S -2.61514 2.07679 -2.03094
H -6.92656 1.83841 0.19357
H -3.98647 3.10104 0.90943
H -4.84770 1.97246 1.96032
H -4.45130 0.57334 -0.54587
H -3.69653 0.22012 0.99662
H -2.01237 2.16205 0.29250
H -1.84602 0.56766 -0.43373
H -3.47677 3.07496 -1.79689

***

Record 4
17
Properties=species:S:1:pos:R:3 method="wB97M-V/def2-TZVPD" relative_energy_ev=3.265 orbital_gap_ev="7.8 / 7.5" homo_energy_ev="-7.28 / -6.94"
C -1.34925 1.57266 -2.80263
C -0.68016 -0.91797 1.24229
C 0.57254 -0.41193 1.86614
C -0.20184 -1.36022 -0.15811
C 1.33069 0.12559 0.61490
N 0.92292 -0.70660 -0.37751
O -2.42629 1.47117 -2.37636
O -0.37276 1.84732 -3.27913
F 2.68045 0.08561 0.85573
H -1.22108 -1.71713 1.69154
H -1.20845 0.00881 1.27869
H 0.53147 0.40146 2.53494
H 1.23179 -1.22176 2.20305
H -0.48882 -2.14979 -0.85983
H -0.36823 1.60608 -0.30101
H 1.56913 -0.83518 -1.22524
H -0.52209 2.20188 -0.90747

***

Record 5
69
Properties=species:S:1:pos:R:3 method="wB97M-V/def2-TZVPD" s2=0.80 multiplicity=2 charge=+1 orbital_gap_ev="4.2 / 4.2" homo_energy_ev="-10.50 / -10.50"
C 3.27944 -1.06237 3.88561
O 1.87431 -0.95514 4.14227
C 1.22863 -0.14622 3.14153
C 1.32385 -0.82252 1.70015
C 0.39308 -0.17913 0.62064
C -0.38014 -1.15974 -0.35129
C 0.78842 -2.01284 -1.03195
C 1.88427 -1.09339 -1.77830
C 3.34542 -1.30344 -1.21961
C 4.05729 -0.02175 -0.68092
C 3.52289 1.34599 -0.65546
C 4.29255 2.46766 -0.08131
C 5.62560 2.22380 0.48785
C 6.21232 0.87152 0.46831
C 5.43407 -0.22437 -0.11328
C -1.46954 -0.52369 -1.36215
C -1.32506 -0.76595 -2.92027
C -0.34675 0.14442 -3.73566
O 0.37920 -0.40142 -4.51617
Cl -0.23623 1.93660 -3.70043
C -1.97870 0.95017 -1.12097
O -1.29613 1.86476 -0.75184
C -3.48052 1.44073 -1.45207
F -3.39724 2.76860 -1.86222
F -4.04111 0.77758 -2.55260
C -4.45838 1.41961 -0.21969
F -5.78034 1.13158 -0.75445
F -4.22200 0.45793 0.70495
C -4.61597 2.78766 0.56301
F -5.39879 2.47459 1.68827
F -5.36152 3.72459 -0.12245
C -3.26495 3.37423 1.15227
O -2.82626 4.44807 0.92066
O -2.61125 2.51571 2.04597
N -2.73902 -1.28955 -1.04969
C -2.32764 -2.61288 -0.63261
O -2.62760 -3.69728 -1.02307
C -1.26064 -2.17950 0.50701
S -0.64189 -3.81872 1.07027
C -2.21121 -1.68422 1.65266
O -1.95335 -0.95763 2.57432
O -3.48387 -2.20633 1.63289
H 3.66182 -0.17322 3.29068
H 3.90637 -1.17131 4.80500
H 3.44144 -1.95816 3.20586
H 0.18338 0.11723 3.43962
H 1.79899 0.83710 3.09090
H 1.23431 -1.92622 1.86625
H 2.39554 -0.64448 1.37345
H -0.40617 0.41943 1.16372
H 0.99129 0.61775 0.08775
H 0.38340 -2.78204 -1.76115
H 1.39364 -2.59696 -0.29519
H 1.89824 -1.49053 -2.83792
H 1.55436 -0.02738 -1.86150
H 3.99415 -1.69572 -2.06211
H 3.42360 -2.08614 -0.40888
H 2.51063 1.56416 -1.06580
H 3.82704 3.48281 -0.09968
H 6.17907 3.08529 0.94188
H 7.21877 0.68424 0.90527
H 5.87807 -1.25843 -0.11719
H -0.97024 -1.83163 -3.05308
H -2.30244 -0.73285 -3.49253
H -2.67514 2.87690 2.95011
H -3.37365 -1.46523 -1.83219
H -0.54601 -3.70563 2.43793
O -7.91897 1.19522 -3.73967
V -7.58671 0.65815 -2.20168

***

Record 6
81
Properties=species:S:1:pos:R:3 method="wB97M-V/def2-TZVPD" charge=+2 relative_energy_ev=0.000 orbital_gap_ev=6.9 homo_energy_ev=-13.03
Ir -0.32390 -0.10970 0.01621
C -2.27105 -1.37165 2.69978
C -1.04208 -0.71618 2.15165
C 0.11295 -1.46910 1.77584
C 1.32922 -0.83240 1.45872
C 2.55811 -1.62652 1.14959
C 1.36244 0.59371 1.39744
C 0.23541 1.36978 1.71345
C 0.27626 2.86387 1.63155
C -0.97625 0.68514 2.04211
H -2.95910 -1.67253 1.91287
H -2.79595 -0.68882 3.36530
H -1.99671 -2.26412 3.26100
H 0.08014 -2.55032 1.81225
H 2.70022 -1.73388 0.07265
H 2.49994 -2.62076 1.58734
H 3.43700 -1.11651 1.54229
H 2.27708 1.08249 1.08376
H 0.27453 3.19066 0.58907
H 1.19006 3.23959 2.09087
H -0.57955 3.30779 2.13625
H -1.85305 1.26855 2.28757
O 3.24107 -1.30006 -2.47548
C 3.26617 -0.16198 -3.20595
C 4.34071 -0.01190 -4.07674
C 4.44369 1.11556 -4.86193
C 3.47477 2.12155 -4.79430
C 2.41353 1.97967 -3.93478
C 2.28451 0.83906 -3.12313
C 1.14301 0.75516 -2.21512
O 0.97697 -0.36612 -1.51456
N 0.31508 1.74366 -2.10011
N -0.73282 1.42072 -1.24240
C -1.75549 2.20916 -1.31085
S -3.17028 1.95058 -0.33356
C -4.22977 2.97206 -1.40281
C -3.39993 4.15535 -1.85595
S -1.78100 3.53930 -2.41283
H 2.43564 -1.28791 -1.93807
H 5.07912 -0.80146 -4.11678
H 5.28342 1.21786 -5.53643
H 3.55968 3.00550 -5.41052
H 1.65655 2.74941 -3.86646
H -5.09079 3.28365 -0.81374
H -4.55831 2.36006 -2.24231
H -3.24838 4.87322 -1.05197
H -3.86324 4.66154 -2.70174
C -4.10322 0.40775 -5.32482
C -4.80514 -0.45152 -4.49180
C -4.20111 -0.96197 -3.35079
C -2.88782 -0.60555 -3.04457
C -2.17946 0.24505 -3.88698
C -2.79284 0.75109 -5.02478
Sb -1.99258 -1.56411 -1.39964
C -3.58200 -2.32780 -0.26534
C -4.69822 -1.53270 -0.00981
C -5.71623 -2.01404 0.80149
C -5.62279 -3.28442 1.35363
C -4.51332 -4.07834 1.09743
C -3.48899 -3.60222 0.29058
C -1.12751 -3.28478 -2.24558
C 0.20804 -3.30441 -2.63826
C 0.72346 -4.41846 -3.28538
C -0.09233 -5.50918 -3.54676
C -1.42928 -5.48300 -3.17515
C -1.95068 -4.37467 -2.52418
H -4.57403 0.79948 -6.21699
H -5.82080 -0.73679 -4.73412
H -4.75564 -1.64554 -2.72037
H -1.15210 0.51606 -3.68571
H -2.23801 1.40894 -5.68176
H -4.77781 -0.54388 -0.44234
H -6.58750 -1.40099 0.99550
H -6.42134 -3.65927 1.98048
H -4.44571 -5.07195 1.52169
H -2.62586 -4.22927 0.09700
H 0.84144 -2.44866 -2.47268
H 1.76202 -4.42443 -3.58977
H 0.31023 -6.37847 -4.04951
H -2.07207 -6.32510 -3.39540
H -3.00109 -4.36439 -2.25514

***

Record 7
25
Properties=species:S:1:pos:R:3 method="wB97M-V/def2-TZVPD" smiles="C=C/C=C(/C)CCC.O" relative_energy_ev=3.674 orbital_gap_ev=9.9 homo_energy_ev=-9.06
C -0.77951 -2.43494 0.77799
C -1.02154 -2.22181 -0.49101
C -0.11292 -1.49001 -1.41359
C 0.00260 -0.15513 -1.44757
C 1.21719 0.49127 -1.98278
C -0.93891 0.74366 -0.74680
C -0.33904 1.46565 0.50551
C -0.82915 0.94345 1.86504
H 0.06973 -2.12769 1.34285
H -1.45813 -3.14044 1.42783
H -1.89271 -2.71446 -1.02377
H 0.66092 -2.15045 -1.94855
H 0.94110 1.44436 -2.58903
H 1.55533 -0.13052 -2.72076
H 2.17462 0.45863 -1.38065
H -1.19914 1.39236 -1.59133
H -1.91926 0.46872 -0.46949
H -0.71772 2.48510 0.30715
H 0.71731 1.46422 0.54298
H -1.73758 1.47032 2.07944
H -0.72787 -0.15386 1.93502
H -0.42419 1.29756 2.83071
O 2.28265 0.83865 1.69234
H 1.77936 0.22786 1.15310
H 2.69687 1.52751 1.34536